Computed, not measured: one molecule with the formula C18H16FN5O3, with the ωB97M-V functional and the def2-TZVPD basis.

Output
Total charge: 0
SMILES string: O=C(c1ccc([N+](=O)[O-])cc1)N1CCC(n2nnc3cc(F)ccc32)CC1
E_LUMO (eV): -0.47
Gap between HOMO and LUMO (eV): 8.663

Geometry as XYZ:
```
43
Properties=species:S:1:pos:R:3:nbo_charge:R:1
O -0.1381 -0.0091 -2.1506 -0.61
C -0.9768 0.1214 -1.2807 0.68
C -1.2986 1.4736 -0.7209 -0.11
C -2.5183 2.0756 -1.0267 -0.20
C -2.7842 3.3603 -0.5976 -0.18
C -1.8213 4.0400 0.1398 0.01
N -2.1017 5.3768 0.6000 0.53
O -1.2434 5.9452 1.2403 -0.37
O -3.1833 5.8522 0.3234 -0.38
C -0.5957 3.4552 0.4360 -0.19
C -0.3320 2.1723 -0.0036 -0.12
N -1.7219 -0.9188 -0.8296 -0.45
C -2.5512 -0.9043 0.3486 -0.22
C -1.8241 -1.5567 1.5415 -0.42
C -0.8140 -2.6062 1.0590 -0.04
N 0.4677 -1.9832 0.8144 -0.19
N 0.6479 -0.6633 0.8862 -0.04
N 1.8449 -0.3492 0.6127 -0.25
C 2.5412 -1.4835 0.3337 0.14
C 3.8752 -1.6858 -0.0179 -0.28
C 4.2462 -2.9926 -0.2100 0.38
F 5.5222 -3.2671 -0.5501 -0.32
C 3.3758 -4.0821 -0.0633 -0.26
C 2.0592 -3.8904 0.2802 -0.21
C 1.6445 -2.5754 0.4687 0.06
C -1.3409 -3.2732 -0.2179 -0.42
C -1.4389 -2.2441 -1.3485 -0.23
H -3.2521 1.5386 -1.6094 0.22
H -3.7202 3.8484 -0.8222 0.25
H 0.1332 4.0154 1.0013 0.25
H 0.6127 1.6990 0.2109 0.24
H -3.4667 -1.4599 0.1177 0.19
H -2.8245 0.1199 0.5974 0.24
H -1.2909 -0.7960 2.1104 0.24
H -2.5556 -2.0307 2.1954 0.22
H -0.6639 -3.3670 1.8368 0.22
H 4.5669 -0.8691 -0.1305 0.25
H 3.7672 -5.0739 -0.2256 0.23
H 1.3892 -4.7262 0.4063 0.22
H -0.6891 -4.0885 -0.5298 0.22
H -2.3210 -3.6959 0.0081 0.21
H -2.2232 -2.5362 -2.0568 0.20
H -0.4968 -2.1723 -1.8995 0.25
```

---

Computed, not measured: C18H16FeO14 as an isolated structure, with the ωB97M-V functional and the def2-TZVPD basis.

Output
2S+1: 5
Total charge: -2
E_LUMO (alpha / beta) (eV): 4.26 / 4.26
Gap between HOMO and LUMO (alpha / beta) (eV): 7.055 / 6.872

Geometry as XYZ:
```
49
Properties=species:S:1:pos:R:3:nbo_charge:R:1
Fe 0.7789 0.9188 1.2254 1.57
C 2.4848 -2.8311 2.3298 -0.51
C 3.8474 -3.1895 2.7634 0.48
C 4.9151 -2.2144 2.1737 0.43
O 6.0846 -2.5499 2.2802 -0.60
C 4.4615 -0.9054 1.7369 -0.48
C 3.1387 -0.6000 1.6302 0.37
C 2.0891 -1.5817 2.0227 0.37
O 0.8792 -1.1189 1.8277 -0.83
O 2.7205 0.6391 1.4616 -0.83
O 4.1906 -4.1291 3.3832 -0.57
H 1.7228 -3.4923 2.7324 0.20
H 5.1914 -0.1630 1.3363 0.21
C -1.9673 3.8061 2.4004 -0.52
C -2.4873 4.9239 1.7547 0.44
C -2.0660 5.1847 0.2136 0.47
O -2.5825 6.0412 -0.4401 -0.58
C -0.8675 4.4573 -0.1704 -0.53
C -0.4834 3.2778 0.4198 0.40
C -1.0914 2.9259 1.8654 0.40
O -0.6209 1.8702 2.4158 -0.80
O 0.4200 2.4453 0.1222 -0.82
O -3.3772 5.7087 2.1618 -0.63
H -2.5197 3.6464 3.3164 0.20
H -0.4864 4.5481 -1.2004 0.19
C 1.3862 -1.7635 -1.2424 -0.29
O 0.9137 -1.9518 -2.5552 -0.49
C 0.5453 -0.8434 -3.1854 0.99
O 0.1072 -1.0163 -4.2967 -0.66
O 0.6041 0.2692 -2.4252 -0.51
C 0.3666 1.5400 -3.0762 -0.26
H 0.5248 -1.4817 -0.5636 0.23
H 2.1744 -1.0448 -1.1401 0.19
H 1.6826 -2.7727 -0.9273 0.20
H -0.2651 1.4731 -3.9986 0.20
H 1.3122 2.0077 -3.1205 0.19
H -0.3241 2.1149 -2.4914 0.21
C -2.7743 -1.1825 1.2488 -0.26
O -3.5617 -1.7105 0.1897 -0.47
C -2.8631 -2.0538 -0.8189 0.98
O -1.6327 -1.8866 -1.0242 -0.69
O -3.5785 -2.5790 -1.8327 -0.52
C -2.8651 -2.8575 -3.0445 -0.25
H -1.8187 -1.6817 1.3506 0.23
H -3.3646 -1.4325 2.1102 0.19
H -2.6383 -0.1585 1.0183 0.21
H -2.7461 -1.8880 -3.5177 0.20
H -3.6449 -3.3939 -3.6095 0.18
H -1.9150 -3.3248 -2.8102 0.22
```

---

Computed, not measured: C18H16MnN3O3S4 as an isolated structure, with the ωB97M-V functional and the def2-TZVPD basis.

Output
2S+1: 6
Total charge: -1
E_LUMO (alpha / beta) (eV): 2.48 / 2.47
Gap between HOMO and LUMO (alpha / beta) (eV): 6.102 / 6.230
Energy above the lowest of the compared OMol25 structures with the same formula, charge and spin (kJ/mol): 29.0

Geometry as XYZ:
```
45
Properties=species:S:1:pos:R:3:nbo_charge:R:1
Mn -0.5398 -0.1414 0.0564 1.33
O -2.3064 -1.0845 6.4703 -0.61
C -2.1347 -0.9518 5.2741 0.17
S -2.2813 0.5690 4.4044 0.32
C -1.9023 -0.0266 2.7884 -0.39
C -1.6307 -1.3427 2.6912 -0.41
S -1.2392 -2.2269 1.2234 -0.50
S -1.7012 -2.2731 4.1860 0.29
S -1.9396 1.1464 1.4888 -0.43
C 2.1804 -2.6784 3.3175 -0.28
O 2.1027 -1.2917 2.9567 -0.50
C 1.8317 -0.9781 1.6881 0.92
O 1.2395 0.0432 1.4320 -0.66
N 2.3713 -1.8062 0.7535 -0.48
N 1.8974 -1.6572 -0.5413 -0.65
H 3.1790 -3.0813 3.1219 0.16
H 1.4166 -3.2496 2.7901 0.21
H 1.9808 -2.7234 4.3820 0.22
H 2.6378 -2.7228 1.0541 0.37
H 1.3793 -2.4697 -0.8289 0.37
H 2.6498 -1.4306 -1.1737 0.38
N -0.3925 0.4561 -1.7505 -0.87
C 0.2283 1.1362 -2.5882 0.19
C -0.4647 2.1146 -3.5159 -0.01
C 0.2296 3.0083 -4.3286 -0.22
C -0.4507 3.9173 -5.1359 -0.23
C -1.8369 3.9415 -5.1412 -0.23
C -2.5378 3.0565 -4.3269 -0.21
C -1.8561 2.1563 -3.5221 -0.21
C 1.7363 0.9591 -2.7311 -0.08
C 2.5673 1.1854 -1.6343 -0.21
C 3.9248 0.8967 -1.6985 -0.22
C 4.4751 0.3714 -2.8644 -0.25
C 3.6567 0.1472 -3.9649 -0.24
C 2.2990 0.4479 -3.8985 -0.17
H 1.3128 3.0050 -4.3203 0.21
H 0.1074 4.6080 -5.7585 0.20
H -2.3680 4.6500 -5.7660 0.20
H -3.6228 3.0734 -4.3166 0.20
H -2.3822 1.4723 -2.8658 0.24
H 2.1326 1.5687 -0.7203 0.23
H 4.5559 1.0744 -0.8336 0.21
H 5.5334 0.1409 -2.9166 0.20
H 4.0779 -0.2606 -4.8785 0.20
H 1.6591 0.2673 -4.7582 0.21
```

---

Computed, not measured: a 2-piece molecular cluster, C18H16O9P2 overall, with the ωB97M-V functional and the def2-TZVPD basis.

Output
Total charge: 0
SMILES string: C#CCO[P@@](=O)(O)OCP(=O)(O)O.O=C1c2ccccc2C(=O)c2ccccc21
E_LUMO (eV): -0.86
Gap between HOMO and LUMO (eV): 8.390

Geometry as XYZ:
```
45
Properties=species:S:1:pos:R:3:nbo_charge:R:1
C 8.0946 0.1016 3.1614 -0.27
C 7.5188 1.3943 3.2068 -0.09
C 7.0827 2.9878 3.0131 -0.13
O 5.7806 3.1373 3.6815 -0.73
P 4.4601 3.2455 2.5513 2.35
O 4.3688 4.7666 2.0526 -1.04
O 4.6781 2.2853 1.0928 -0.97
O 2.8880 2.8393 3.2659 -0.74
C 2.2302 1.8444 2.3996 -0.44
P 0.4906 1.2962 2.9896 2.16
O -0.2660 0.6778 1.7074 -1.06
O 0.7250 -0.0748 4.0781 -0.95
O -0.4829 2.5732 3.6634 -0.93
H 8.8251 -0.8323 3.2807 0.29
H 7.9291 3.6962 3.4559 0.26
H 7.0107 3.2416 1.8616 0.25
H 4.1052 2.7075 0.3665 0.53
H 2.8967 0.8581 2.3700 0.25
H 2.0765 2.2861 1.3020 0.25
H 1.2449 -0.7324 3.4938 0.51
H -0.4672 2.5703 4.6753 0.52
O -1.1502 -0.3097 -2.8623 -0.55
C -2.1782 -0.9421 -2.6538 0.61
C -2.8131 -1.7171 -3.7393 -0.17
C -2.2221 -1.7443 -5.0093 -0.15
C -2.7941 -2.5064 -6.0290 -0.20
C -3.9532 -3.2424 -5.7848 -0.19
C -4.5533 -3.2026 -4.5252 -0.18
C -3.9856 -2.4334 -3.5022 -0.05
C -4.6372 -2.3831 -2.1783 0.50
O -5.6968 -2.9684 -1.9860 -0.53
C -3.9924 -1.6249 -1.0880 -0.07
C -4.5836 -1.6003 0.1821 -0.18
C -3.9639 -0.9142 1.2277 -0.20
C -2.7556 -0.2530 1.0093 -0.18
C -2.1721 -0.2642 -0.2595 -0.15
C -2.7948 -0.9474 -1.3123 -0.18
H -1.3142 -1.1767 -5.2056 0.24
H -2.3315 -2.5301 -7.0132 0.22
H -4.3919 -3.8464 -6.5760 0.22
H -5.4610 -3.7757 -4.3434 0.24
H -5.5243 -2.1183 0.3613 0.24
H -4.4223 -0.8996 2.2141 0.21
H -2.2677 0.2737 1.8266 0.25
H -1.2302 0.2572 -0.4224 0.25
```

---

Which value of total charge does entry 2 give?
-2